{"formula": "C27H24O6", "method": "ωB97M-V/def2-TZVPD", "species": ["C", "C", "C", "O", "C", "C", "C", "C", "C", "O", "C", "C", "C", "C", "C", "C", "C", "O", "C", "C", "O", "C", "C", "C", "O", "O", "C", "C", "C", "C", "C", "C", "C", "H", "H", "H", "H", "H", "H", "H", "H", "H", "H", "H", "H", "H", "H", "H", "H", "H", "H", "H", "H", "H", "H", "H", "H"], "coordinates": [[3.97, 5.75, 0.38], [2.51, 5.47, 0.71], [2.12, 4.03, 0.36], [0.72, 3.91, 0.59], [0.10, 2.73, 0.34], [-1.12, 2.54, 1.01], [-1.82, 1.37, 0.85], [-1.35, 0.35, 0.01], [-2.07, -0.92, -0.11], [-3.05, -1.20, 0.56], [-1.46, -1.83, -1.09], [-2.12, -3.13, -1.34], [-1.46, -4.32, -1.12], [-2.11, -5.53, -1.29], [-3.44, -5.54, -1.67], [-4.11, -4.36, -1.90], [-3.46, -3.14, -1.76], [-4.01, -1.93, -2.03], [-5.39, -1.85, -2.29], [-0.31, -1.50, -1.70], [0.37, -0.36, -1.52], [-0.15, 0.57, -0.67], [0.57, 1.75, -0.51], [2.81, 3.04, 1.30], [2.84, 3.15, 2.49], [3.32, 2.01, 0.61], [3.80, 0.88, 1.36], [2.72, -0.17, 1.44], [1.63, 0.03, 2.28], [0.61, -0.91, 2.33], [0.68, -2.05, 1.54], [1.76, -2.25, 0.71], [2.78, -1.31, 0.65], [4.62, 5.09, 0.94], [4.16, 5.60, -0.68], [4.22, 6.77, 0.63], [2.33, 5.61, 1.78], [1.85, 6.14, 0.17], [2.37, 3.81, -0.68], [-1.47, 3.32, 1.66], [-2.75, 1.20, 1.37], [-0.43, -4.30, -0.80], [-1.59, -6.46, -1.11], [-3.96, -6.48, -1.79], [-5.15, -4.39, -2.21], [-5.97, -2.27, -1.46], [-5.65, -2.36, -3.22], [-5.61, -0.79, -2.38], [0.18, -2.14, -2.41], [1.50, 1.84, -1.06], [4.67, 0.51, 0.81], [4.09, 1.22, 2.36], [1.58, 0.91, 2.90], [-0.24, -0.75, 2.97], [-0.12, -2.78, 1.58], [1.82, -3.13, 0.09], [3.62, -1.46, -0.01]], "nbo_charge": [-0.610, -0.406, 0.012, -0.479, 0.338, -0.269, -0.125, -0.247, 0.541, -0.578, -0.212, -0.109, -0.127, -0.264, -0.184, -0.301, 0.344, -0.492, -0.248, 0.221, -0.448, 0.418, -0.364, 0.783, -0.591, -0.505, -0.101, -0.087, -0.159, -0.213, -0.207, -0.220, -0.198, 0.207, 0.203, 0.221, 0.228, 0.217, 0.189, 0.230, 0.240, 0.198, 0.213, 0.213, 0.219, 0.183, 0.172, 0.202, 0.203, 0.241, 0.200, 0.220, 0.222, 0.222, 0.223, 0.211, 0.209], "de_lowest_kj_mol": 0.00, "lumo_energy_ev": 0.47, "homo_energy_ev": -8.32, "total_charge": 0, "largest_force_ha_per_bohr": 0.0182}

***

{"formula": "C27H25AsCuN5O3S", "method": "ωB97M-V/def2-TZVPD", "species": ["Cu", "O", "C", "O", "C", "C", "C", "C", "C", "N", "H", "H", "H", "H", "C", "C", "N", "N", "C", "S", "N", "N", "H", "H", "H", "H", "H", "H", "O", "As", "C", "C", "C", "C", "C", "C", "C", "C", "C", "C", "C", "C", "C", "C", "C", "C", "C", "C", "H", "H", "H", "H", "H", "H", "H", "H", "H", "H", "H", "H", "H", "H", "H"], "coordinates": [[0.21, -0.97, -0.83], [-2.54, -1.72, 2.20], [-1.63, -1.64, 1.37], [-1.65, -1.03, 0.26], [-0.32, -2.36, 1.71], [-0.08, -2.79, 3.01], [1.13, -3.41, 3.30], [2.05, -3.59, 2.28], [1.72, -3.15, 1.01], [0.57, -2.55, 0.73], [-0.84, -2.62, 3.75], [1.35, -3.73, 4.31], [3.00, -4.07, 2.46], [2.41, -3.28, 0.18], [-2.29, -5.14, -3.02], [-0.97, -4.55, -3.33], [-0.05, -5.09, -4.06], [0.98, -4.19, -4.04], [0.73, -3.09, -3.30], [1.70, -1.78, -2.99], [-0.55, -3.33, -2.86], [-1.22, -2.46, -2.02], [-2.41, -6.07, -3.57], [-3.10, -4.46, -3.31], [-2.39, -5.34, -1.96], [1.83, -4.37, -4.53], [-1.42, -2.87, -1.11], [-2.04, -2.07, -2.44], [1.51, 0.57, -0.42], [0.50, 1.79, 0.13], [-0.79, 2.21, -1.22], [-0.23, 2.63, -2.43], [-1.04, 2.92, -3.51], [-2.42, 2.79, -3.39], [-2.98, 2.36, -2.19], [-2.17, 2.07, -1.11], [1.59, 3.35, 0.39], [2.93, 3.30, 0.04], [3.72, 4.42, 0.23], [3.18, 5.58, 0.77], [1.83, 5.62, 1.12], [1.03, 4.51, 0.93], [-0.12, 1.37, 1.90], [0.93, 1.05, 2.76], [0.67, 0.70, 4.07], [-0.64, 0.67, 4.53], [-1.69, 0.98, 3.67], [-1.43, 1.33, 2.36], [0.85, 2.71, -2.53], [-0.61, 3.23, -4.44], [-3.06, 3.01, -4.23], [-4.05, 2.24, -2.10], [-2.61, 1.69, -0.20], [3.33, 2.39, -0.38], [4.77, 4.40, -0.04], [3.80, 6.45, 0.92], [1.41, 6.52, 1.55], [-0.01, 4.54, 1.21], [1.95, 1.06, 2.40], [1.49, 0.45, 4.73], [-0.85, 0.38, 5.55], [-2.71, 0.91, 4.02], [-2.27, 1.52, 1.70]], "nbo_charge": [0.868, -0.690, 0.735, -0.850, 0.096, -0.221, -0.170, -0.261, 0.040, -0.514, 0.248, 0.215, 0.219, 0.204, -0.661, 0.357, -0.267, -0.386, 0.223, -0.249, -0.250, -0.649, 0.252, 0.232, 0.239, 0.426, 0.408, 0.386, -1.188, 1.946, -0.415, -0.123, -0.230, -0.196, -0.202, -0.186, -0.318, -0.226, -0.208, -0.201, -0.198, -0.230, -0.312, -0.232, -0.201, -0.198, -0.190, -0.199, 0.219, 0.218, 0.216, 0.217, 0.231, 0.247, 0.218, 0.216, 0.216, 0.220, 0.230, 0.215, 0.215, 0.226, 0.219], "de_lowest_kj_mol": 106.95, "lumo_energy_ev": 0.57, "homo_energy_ev": -6.96, "total_charge": 0, "largest_force_ha_per_bohr": 0.0107}

***

{"formula": "C27H25BrN3O6S", "method": "ωB97M-V/def2-TZVPD", "species": ["C", "C", "C", "C", "C", "S", "O", "O", "N", "C", "C", "C", "C", "C", "Br", "C", "C", "N", "O", "O", "C", "C", "C", "H", "H", "H", "H", "H", "H", "H", "H", "H", "H", "H", "C", "C", "O", "C", "C", "C", "N", "C", "C", "C", "C", "C", "C", "C", "O", "H", "H", "H", "H", "H", "H", "H", "H", "H", "H", "H", "H", "H", "H"], "coordinates": [[5.06, 1.62, 1.48], [4.14, 0.57, 2.03], [4.65, -0.46, 2.84], [3.83, -1.49, 3.28], [2.48, -1.48, 2.91], [1.47, -2.88, 3.29], [2.28, -3.99, 3.70], [0.28, -2.50, 3.99], [0.93, -3.26, 1.69], [1.62, -4.05, 0.75], [2.93, -4.50, 0.78], [3.45, -5.09, -0.37], [2.66, -5.20, -1.53], [1.34, -4.71, -1.56], [0.34, -4.68, -3.17], [0.79, -4.18, -0.39], [-0.48, -3.51, -0.04], [-1.79, -3.78, -0.47], [-2.03, -4.59, -1.39], [-2.72, -3.19, 0.14], [-0.27, -2.86, 1.16], [1.92, -0.40, 2.21], [2.77, 0.60, 1.74], [4.52, 2.29, 0.82], [5.52, 2.21, 2.28], [5.87, 1.15, 0.92], [5.71, -0.46, 3.11], [4.21, -2.31, 3.88], [3.53, -4.42, 1.68], [4.48, -5.46, -0.38], [3.07, -5.67, -2.43], [-0.93, -2.16, 1.61], [0.85, -0.35, 2.03], [2.37, 1.42, 1.14], [-2.46, 4.35, 2.13], [-2.95, 3.02, 1.59], [-2.25, 1.98, 2.34], [-2.48, 0.71, 1.96], [-2.24, -0.29, 3.07], [-2.72, -1.68, 2.96], [-1.87, 0.25, 4.20], [-1.88, -0.18, 5.42], [-1.80, 0.72, 6.54], [-1.89, 0.27, 7.88], [-1.79, 1.18, 8.93], [-1.62, 2.55, 8.67], [-1.56, 3.01, 7.34], [-1.66, 2.10, 6.29], [-2.88, 0.35, 0.87], [-2.97, 5.17, 1.63], [-2.66, 4.44, 3.21], [-1.38, 4.48, 1.97], [-4.03, 2.91, 1.78], [-2.74, 2.91, 0.51], [-2.93, -1.91, 1.92], [-1.93, -2.35, 3.33], [-3.61, -1.87, 3.59], [-1.98, -1.26, 5.63], [-2.05, -0.79, 8.07], [-1.85, 0.83, 9.97], [-1.52, 3.26, 9.50], [-1.45, 4.08, 7.13], [-1.64, 2.43, 5.25]], "nbo_charge": [-0.632, 0.012, -0.227, -0.185, -0.293, 2.311, -0.914, -0.866, -0.632, 0.226, -0.257, -0.205, -0.248, -0.057, 0.091, -0.136, -0.014, 0.491, -0.399, -0.383, 0.099, -0.183, -0.200, 0.219, 0.224, 0.220, 0.213, 0.238, 0.242, 0.218, 0.225, 0.293, 0.258, 0.224, -0.620, -0.069, -0.528, 0.747, -0.113, -0.689, -0.379, -0.185, 0.067, -0.279, -0.217, -0.295, -0.215, -0.264, -0.693, 0.197, 0.216, 0.205, 0.174, 0.186, 0.247, 0.199, 0.196, 0.131, 0.199, 0.193, 0.190, 0.193, 0.236], "lumo_energy_ev": 1.66, "homo_energy_ev": -2.44, "total_charge": -1, "largest_force_ha_per_bohr": 0.0680}

***

{"formula": "C27H25Cl2N8NiS", "method": "ωB97M-V/def2-TZVPD", "species": ["Ni", "N", "C", "N", "C", "N", "N", "C", "C", "C", "C", "C", "C", "N", "C", "C", "C", "C", "C", "C", "H", "H", "H", "H", "H", "H", "H", "H", "H", "H", "H", "C", "H", "H", "H", "C", "C", "C", "C", "N", "C", "S", "N", "C", "H", "H", "H", "H", "H", "H", "H", "H", "Cl", "C", "C", "C", "C", "C", "Cl", "C", "N", "H", "H", "H"], "coordinates": [[-0.92, -1.22, 0.04], [-3.18, 0.08, 3.99], [-3.02, -0.75, 2.91], [-1.91, -0.99, 2.32], [-0.77, -0.26, 2.72], [-0.05, 0.20, 1.63], [0.41, 0.25, -0.86], [2.35, 1.06, 0.34], [2.59, 0.72, -0.96], [3.80, 0.96, -1.69], [3.81, 0.88, -3.04], [2.60, 0.58, -3.73], [1.49, 0.31, -3.02], [1.52, 0.26, -1.66], [-0.88, 0.71, 3.81], [0.17, 1.53, 4.20], [-0.01, 2.51, 5.17], [-1.26, 2.70, 5.74], [-2.33, 1.89, 5.36], [-2.14, 0.90, 4.41], [-4.13, 0.35, 4.22], [-3.92, -1.25, 2.57], [3.01, 1.76, 0.81], [4.69, 1.23, -1.13], [4.72, 1.07, -3.59], [2.55, 0.54, -4.81], [0.53, 0.06, -3.44], [1.13, 1.39, 3.73], [0.81, 3.15, 5.46], [-1.42, 3.47, 6.48], [-3.32, 2.05, 5.78], [-0.88, -2.66, -1.35], [-1.36, -3.63, -1.17], [0.16, -2.89, -1.64], [-1.37, -2.24, -2.24], [-0.18, -3.93, 2.04], [1.10, -3.68, 1.33], [1.54, -4.37, 0.24], [2.76, -3.98, -0.33], [3.55, -3.05, 0.18], [3.15, -2.40, 1.30], [4.08, -1.29, 2.13], [1.89, -2.68, 1.78], [3.22, -4.63, -1.60], [-0.75, -4.70, 1.52], [-0.78, -3.02, 2.07], [0.02, -4.26, 3.07], [0.93, -5.15, -0.20], [1.59, -2.14, 2.58], [3.35, -5.70, -1.46], [4.16, -4.19, -1.92], [2.47, -4.49, -2.38], [-4.88, 1.98, 1.29], [-3.27, 2.39, 0.66], [-2.80, 3.64, 0.96], [-1.55, 4.27, 0.85], [-0.30, 3.65, 0.71], [-0.02, 2.34, 0.55], [0.54, 0.99, 0.49], [-2.83, 1.41, -0.26], [-2.62, 0.62, -1.08], [-3.56, 4.27, 1.42], [-1.54, 5.32, 1.07], [0.55, 4.33, 0.86]], "lowdin_spin": [0.950, 0.056, 0.074, 0.043, 0.366, 0.155, 0.003, -0.005, 0.004, -0.001, 0.004, 0.000, 0.002, 0.000, 0.031, 0.046, 0.001, 0.050, 0.004, 0.033, 0.001, 0.003, 0.000, 0.000, 0.000, 0.000, 0.000, 0.001, -0.001, 0.003, -0.001, 0.003, 0.007, 0.004, 0.003, 0.005, 0.000, 0.000, 0.000, 0.000, 0.000, -0.001, 0.000, 0.000, 0.000, 0.004, 0.000, 0.000, 0.004, 0.000, 0.000, 0.000, 0.004, 0.030, 0.015, 0.015, 0.024, 0.010, 0.025, 0.005, 0.015, 0.001, 0.001, 0.003], "de_lowest_kj_mol": 1825.98, "spin_multiplicity": 3, "lumo_energy_ev": [2.59, 2.40], "homo_energy_ev": [-3.15, -3.22], "total_charge": -1, "largest_force_ha_per_bohr": 0.0832}